Entry 1:
This record from OMol25 describes one molecule with the formula C2H2BrFO at a distorted geometry. The level of theory is ωB97M-V with the def2-TZVPD basis set.

Calculated values
Orbital gap: 8.02 eV
HOMO level: -9.391 eV
Energy relative to the best compared isomer or geometry (same formula, charge and spin): 39.0 kcal/mol
Structure (SMILES): C=C(F)OBr
2S+1: 1

CARTESIAN COORDINATES (ANGSTROEM)
H  1.739  1.006  -0.153
C  1.101  0.143  -0.313
O  -1.022  0.711  0.527
Br  -2.760  0.325  -0.011
F  -0.581  -1.341  0.180
H  1.653  -0.761  -0.388
C  -0.131  -0.082  0.157

=====

Entry 2:
This record from OMol25 describes C2H2BrI3 as an isolated structure at a distorted geometry. The level of theory is ωB97M-V with the def2-TZVPD basis set.

Calculated values
Orbital gap: 7.63 eV
HOMO level: -8.708 eV
Energy relative to the best compared isomer or geometry (same formula, charge and spin): 50.0 kcal/mol
2S+1: 1

CARTESIAN COORDINATES (ANGSTROEM)
H  -0.203  -1.766  -0.306
Br  1.565  -1.104  1.406
C  -0.045  -1.177  0.524
I  0.390  2.297  1.065
I  -2.083  1.155  -1.220
I  1.365  0.824  -2.041
C  -0.050  0.904  -0.486
H  -0.939  -1.134  1.058

=====

Entry 3:
This record from OMol25 describes one molecule with the formula C2H2BrN at a distorted geometry. The level of theory is ωB97M-V with the def2-TZVPD basis set.

Calculated values
Orbital gap: 10.82 eV
HOMO level: -10.895 eV
Energy relative to the best compared isomer or geometry (same formula, charge and spin): 11.2 kcal/mol
Structure (SMILES): N#CCBr
2S+1: 1

CARTESIAN COORDINATES (ANGSTROEM)
C  0.593  -0.634  0.463
H  -0.360  0.981  0.724
C  -0.422  0.115  -0.132
Br  0.224  1.131  -1.737
N  1.385  -1.337  0.897
H  -1.420  -0.255  -0.215

=====

Entry 4:
This record from OMol25 describes a 2-piece molecular cluster, C2H2BrN overall at a distorted geometry. The level of theory is ωB97M-V with the def2-TZVPD basis set.

Calculated values
Orbital gap (spin up / spin down): 10.18 / 5.84 eV
HOMO level (spin up / spin down): -11.700 / -9.767 eV
Energy relative to the best compared isomer or geometry (same formula, charge and spin): 61.2 kcal/mol
2S+1: 1

CARTESIAN COORDINATES (ANGSTROEM)
C  -0.097  0.528  1.676
N  -0.051  0.852  2.788
Br  -3.850  0.652  1.000
H  -1.180  -0.177  0.071
C  -0.091  0.068  0.371
H  0.785  0.250  -0.296

=====

Entry 5:
This record from OMol25 describes a 2-piece molecular cluster, C2H2BrN4 overall at a distorted geometry. The level of theory is ωB97M-V with the def2-TZVPD basis set.

Calculated values
Orbital gap (spin up / spin down): 6.75 / 6.75 eV
HOMO level (spin up / spin down): -4.795 / -4.795 eV
Energy relative to the best compared isomer or geometry (same formula, charge and spin): 16.1 kcal/mol
Charge: -1
2S+1: 1

CARTESIAN COORDINATES (ANGSTROEM)
Br  -3.962  1.338  -0.066
H  1.613  1.076  -0.129
C  1.488  -0.068  -0.246
N  0.264  -0.521  -0.326
N  2.339  -1.026  0.126
H  -1.577  1.900  0.155
N  0.401  -1.860  -0.245
C  -2.239  1.266  0.732
N  1.673  -2.105  0.000

=====

Entry 6:
This record from OMol25 describes one molecule with the formula C2H2BrNO2 at a distorted geometry. The level of theory is ωB97M-V with the def2-TZVPD basis set.

Calculated values
Orbital gap: 8.70 eV
HOMO level: -10.144 eV
Energy relative to the best compared isomer or geometry (same formula, charge and spin): 98.0 kcal/mol
Structure (SMILES): O=[N+]([O-])/C=C/Br
2S+1: 1

CARTESIAN COORDINATES (ANGSTROEM)
O  -1.394  1.203  -0.035
N  -1.289  -0.016  -0.030
C  -0.015  -0.546  -0.117
O  -2.265  -0.757  0.009
H  0.857  1.320  0.173
C  1.153  0.389  -0.050
Br  2.871  -0.046  -0.027
H  0.082  -1.548  0.076